Computed, not measured: C17H25AlBBr48ClNO5P2 as an isolated structure at a distorted geometry, with ωB97M-V/def2-TZVPD.

Properties
- Charge: -1
- Orbital gap: 5.4 eV

Last column: Mulliken charge in e.
Geometry (Å):
N -1.95 -1.48 2.04  -0.483
B -2.07 -2.26 0.81  0.706
O -3.19 -3.09 0.79  -0.450
Al -0.70 -2.21 -0.85  -0.696
C 0.88 -3.51 -0.72  0.510
P 1.79 -3.65 0.76  0.734
O 2.56 -4.89 0.84  -0.768
O 2.78 -2.39 0.85  -0.185
O 0.82 -3.55 2.05  -0.475
P 0.11 0.00 -1.37  -0.015
O 1.49 0.32 -0.49  -0.153
Cl -1.37 1.19 -0.43  -0.204
H -1.78 -2.09 2.83  0.183
H -1.17 -0.84 1.95  0.139
H -2.89 -3.96 0.51  0.204
H -1.53 -2.62 -2.17  -0.193
H 0.53 -4.52 -0.93  0.391
H 1.60 -3.19 -1.46  -0.594
H 2.49 -1.76 1.52  0.032
H 1.07 -2.82 2.63  0.241
H 1.38 0.04 0.44  0.179
C 3.84 1.24 1.40  -0.274
Br 4.87 -0.24 0.72  0.037
Br 2.63 0.67 2.80  -0.129
Br 4.97 2.66 2.04  -0.037
H 3.25 1.62 0.59  0.419
C -4.76 3.88 0.14  -0.163
Br -4.38 5.76 -0.02  -0.049
Br -4.61 2.98 -1.55  0.082
Br -3.64 3.07 1.47  -0.007
H -5.79 3.79 0.46  0.120
C 2.92 -3.64 -4.85  -0.361
Br 2.76 -5.35 -4.00  -0.035
Br 2.06 -3.61 -6.57  -0.051
Br 2.28 -2.24 -3.71  0.045
H 3.98 -3.46 -5.01  0.366
C 8.54 3.36 0.26  -0.130
Br 8.47 1.58 0.98  0.065
Br 7.33 3.58 -1.21  -0.030
Br 8.24 4.67 1.64  0.035
H 9.54 3.51 -0.12  0.074
C 12.15 2.80 1.26  -0.199
Br 12.04 4.72 1.38  -0.025
Br 11.99 2.20 -0.56  0.095
Br 13.74 2.11 2.09  -0.080
H 11.30 2.39 1.79  0.251
C -8.50 3.53 -2.85  -0.384
Br -7.94 5.19 -3.64  -0.031
Br -7.60 2.03 -3.63  0.040
Br -8.33 3.57 -0.93  0.052
H -9.55 3.42 -3.06  0.328
C -1.22 6.96 -1.94  0.098
Br -0.32 5.36 -1.39  0.063
Br -0.32 8.54 -1.33  -0.037
Br -1.50 7.00 -3.85  -0.022
H -2.20 6.95 -1.48  -0.131
C -5.03 -5.05 -2.01  -0.075
Br -3.70 -6.38 -1.60  -0.059
Br -4.91 -4.47 -3.83  -0.011
Br -6.79 -5.69 -1.60  0.036
H -4.83 -4.18 -1.38  0.146
C 11.55 1.76 -4.51  -0.364
Br 11.57 1.46 -6.41  -0.055
Br 9.82 2.30 -3.88  0.067
Br 12.19 0.23 -3.54  -0.020
H 12.23 2.57 -4.30  0.370
C -6.41 -0.51 5.11  -0.385
Br -5.80 -2.06 6.06  -0.039
Br -5.56 1.09 5.77  0.063
Br -6.20 -0.68 3.21  0.054
H -7.46 -0.41 5.31  0.352
C -4.81 2.51 9.51  -0.342
Br -3.72 0.95 9.75  0.007
Br -4.35 3.45 7.90  -0.047
Br -6.68 2.08 9.58  -0.005
H -4.61 3.18 10.34  0.341
C 7.21 4.10 5.80  -0.301
Br 9.07 4.48 5.50  -0.017
Br 6.08 5.19 4.70  -0.061
Br 6.82 2.23 5.58  -0.002
H 6.99 4.35 6.83  0.338
C 14.71 -2.19 -1.61  -0.203
Br 16.11 -2.21 -2.92  -0.003
Br 14.69 -3.80 -0.56  -0.015
Br 14.80 -0.62 -0.50  0.058
H 13.77 -2.14 -2.14  0.132
C -10.26 -7.12 -3.69  -0.171
Br -8.63 -6.82 -4.66  0.016
Br -10.98 -8.87 -4.04  -0.042
Br -10.05 -6.79 -1.81  -0.061
H -10.99 -6.41 -4.05  0.168
C -10.91 0.54 0.81  -0.391
Br -11.19 1.42 -0.87  -0.038
Br -12.00 -1.05 0.94  -0.042
Br -9.07 0.15 1.19  0.078
H -11.25 1.22 1.57  0.371
C -9.77 -2.14 -4.55  -0.360
Br -8.00 -1.88 -5.23  -0.003
Br -10.51 -3.83 -5.09  -0.025
Br -9.83 -1.93 -2.64  0.124
H -10.40 -1.37 -4.97  0.319

***

Computed, not measured: C17H25Br3F11IMgN3NaO18PS3 as an isolated structure at a distorted geometry, with ωB97M-V/def2-TZVPD.

Properties
- Charge: +1
- Orbital gap: 1.8 eV

Last column: Mulliken charge in e.
Geometry (Å):
O 0.68 4.42 3.23  -0.604
P 1.54 3.70 2.30  0.626
N 1.85 1.97 2.97  -0.289
C 3.09 1.37 2.34  -0.195
C 2.84 0.50 1.09  0.201
O 2.63 -0.68 1.08  -0.365
I 2.98 1.62 -0.70  0.118
S 0.46 0.89 3.09  1.292
O 0.97 -0.37 3.50  -0.600
O -0.41 1.44 4.09  -0.659
C -0.45 0.64 1.48  0.088
F -0.22 -0.62 1.15  -0.097
F -0.05 1.40 0.47  -0.213
C -1.99 0.77 1.64  0.607
F -2.48 0.11 0.60  -0.206
F -2.42 0.12 2.74  -0.238
C -2.56 2.22 1.55  0.637
F -2.92 2.44 0.29  -0.209
F -1.67 3.18 1.87  -0.231
C -3.82 2.39 2.41  0.490
F -4.21 3.66 2.32  -0.287
F -3.54 2.20 3.73  -0.239
F -4.77 1.60 2.00  -0.138
H 2.87 4.20 2.30  0.249
H 1.11 3.56 0.96  0.141
H 2.08 2.17 3.95  0.583
H 3.69 0.84 3.07  0.326
H 3.73 2.21 2.02  0.161
N 5.72 3.54 1.87  1.030
O 6.77 4.11 1.64  -0.616
O 4.63 4.18 1.87  -0.743
O 5.70 2.30 2.09  -0.694
O -1.70 2.78 -2.63  -0.572
H -2.17 2.34 -1.90  0.283
O -6.90 4.49 3.43  -0.660
H -6.62 5.41 3.53  0.310
H -6.15 4.05 3.03  0.369
C 0.30 -1.31 -2.14  0.035
C -0.34 -2.44 -2.45  -0.424
C -0.98 -2.60 -3.75  1.142
O -1.59 -3.67 -4.03  -0.967
C -0.92 -1.52 -4.71  -0.401
C -0.29 -0.38 -4.42  -0.518
C 0.37 -0.18 -3.10  -0.070
O 0.92 0.85 -2.82  -0.257
H 0.78 -1.16 -1.18  0.285
H -0.41 -3.27 -1.76  0.606
H -1.41 -1.68 -5.66  0.458
H -0.23 0.46 -5.11  0.498
Na -2.77 1.09 5.50  0.996
Mg -1.04 -5.49 -4.38  0.913
O 3.56 3.81 -2.88  -0.370
H 3.48 3.57 -3.81  0.265
H 3.72 4.77 -2.91  0.167
C 3.98 7.52 -4.77  -0.303
Br 2.70 6.22 -5.40  -0.032
Br 4.24 7.42 -2.86  -0.018
Br 5.65 7.39 -5.72  0.017
H 3.57 8.49 -4.98  0.334
N -7.17 -1.15 0.74  -0.305
S -8.46 -1.46 -0.15  1.095
O -8.80 -2.84 -0.27  -0.585
O -8.62 -0.63 -1.29  -0.577
F -9.54 -0.91 0.87  -0.252
S -5.83 -1.63 0.09  1.165
O -4.74 -1.63 1.04  -0.611
O -5.52 -1.14 -1.21  -0.621
F -6.06 -3.18 -0.15  -0.286
C 3.92 -6.42 1.58  -0.722
O 3.98 -6.59 0.17  -0.381
C 2.84 -7.23 -0.36  -0.640
C 1.87 -6.22 -0.95  -0.216
O 1.32 -5.35 0.03  -0.378
C 1.99 -4.10 0.10  -0.684
H 4.66 -5.66 1.85  0.255
H 2.94 -6.08 1.92  0.315
H 4.18 -7.35 2.09  0.330
H 2.35 -7.84 0.39  0.340
H 3.18 -7.88 -1.16  0.377
H 1.02 -6.77 -1.39  0.251
H 2.35 -5.64 -1.75  0.302
H 1.65 -3.44 -0.71  0.049
H 3.08 -4.21 0.03  0.437
H 1.74 -3.64 1.05  0.332

***

Computed, not measured: C17H25BrCaFMgO9P2S as an isolated structure at a distorted geometry, with ωB97M-V/def2-TZVPD.

Properties
- Charge: -1
- Orbital gap: 1.6 eV

Last column: Mulliken charge in e.
Geometry (Å):
C -3.79 0.88 -4.04  -0.857
C -2.85 0.46 -5.27  -0.110
C -2.21 -1.00 -5.13  -0.907
C -1.60 -1.34 -3.69  -0.051
O -0.14 -1.52 -3.67  -0.413
C 0.33 -0.64 -2.64  -0.104
C 0.91 0.73 -3.16  -0.220
C 1.42 1.80 -2.17  -0.772
C 1.34 1.47 -0.65  0.277
C 0.76 0.10 -0.10  0.718
C 0.23 -1.00 -1.11  0.288
P -0.51 -2.63 -0.51  0.403
S -0.29 -4.12 -1.79  -0.450
C 0.71 -0.04 1.46  -1.107
O 0.56 -1.17 2.14  -0.489
C 0.86 1.30 2.35  1.711
P 0.33 1.25 4.19  0.077
O -0.99 2.39 4.40  -0.392
O 1.69 1.74 5.10  -0.328
C 1.41 2.55 1.84  -0.502
C 1.87 2.62 0.34  -0.335
O 2.60 3.54 -0.16  -0.685
H -3.11 1.47 -3.30  0.245
H -4.64 1.60 -4.32  0.348
H -4.17 -0.03 -3.42  0.146
H -3.53 0.43 -6.20  0.376
H -2.05 1.34 -5.50  0.124
H -2.99 -1.82 -5.39  0.341
H -1.41 -1.09 -5.96  0.317
H -1.87 -0.60 -2.87  0.388
H -2.05 -2.36 -3.37  0.057
H 0.96 0.98 -4.28  0.246
H 1.81 2.79 -2.60  0.335
H 0.04 -3.10 0.73  0.030
H -1.93 -2.43 -0.28  0.105
H -1.79 1.93 4.08  0.307
H 2.37 2.22 4.50  0.438
H 1.53 3.51 2.49  -0.275
Mg 0.02 4.10 3.83  0.541
O -2.20 -3.86 2.34  -0.410
C -1.48 -3.65 3.40  0.396
C -1.32 -5.05 4.24  -0.251
O -0.63 -4.83 5.31  -0.468
H -1.86 -2.91 4.13  0.255
H -0.45 -3.29 3.24  -0.160
H -0.91 -5.77 3.51  0.272
H -2.35 -5.43 4.37  0.244
Ca 2.69 -0.94 2.57  1.370
F 3.64 2.51 5.21  -0.834
C 5.80 3.20 2.52  -0.586
O 5.39 1.84 2.45  -0.450
H 5.51 3.60 3.49  0.207
H 6.89 3.26 2.40  0.294
H 5.31 3.77 1.72  0.253
H 5.66 1.50 1.59  0.289
Br -0.64 1.50 -6.36  -0.539
O -4.32 -0.74 -1.43  -0.848
H -4.56 -1.01 -0.55  0.145

***

Q: Which of these has the highest charge?
A: C17H25Br3F11IMgN3NaO18PS3

***

Q: Which of these has the lowest orbital gap?
A: C17H25BrCaFMgO9P2S